Record 1
Below is a molecular structure, C46H45IN3O10SSiTa at a distorted geometry, with properties calculated with wB97M-V/def2-TZVPD.

Computed properties:
* orbital gap: 6.84 eV
* largest force on an atom: 2.6 eV Å⁻¹
* molecular weight: 1167.882 g/mol
* energy relative to the best compared isomer or geometry (same formula, charge and spin): 0.525 eV

Geometry as ORCA input:
```
! wB97M-V def2-TZVPD RIJCOSX def2/J DEFGRID3
* xyz 0 1
Ta -0.02279 -0.42285 -0.07501
C -0.84472 -5.17666 1.71059
C -0.25847 -3.79821 1.98327
C 0.68914 -3.81557 3.17782
O -1.27972 -2.86358 2.28400
C 0.53940 -3.34174 0.75286
O 1.03085 -4.07679 -0.05182
O 0.75586 -1.99334 0.67206
H -1.33898 -5.53163 2.61565
H -0.06833 -5.88116 1.42159
H -1.57274 -5.12526 0.90191
H 0.11018 -4.03972 4.07399
H 1.17953 -2.85026 3.30773
H 1.45591 -4.57856 3.04904
H -1.94661 -2.90979 1.57056
O -2.75034 -2.91781 -0.24762
S -2.33375 -1.69598 -0.89081
O -3.23998 -1.11304 -1.82417
O -0.90969 -1.79690 -1.44638
O -1.95380 -0.66883 0.24778
C -3.55471 -1.05152 4.27129
O -3.51496 0.25012 3.69564
C -3.99886 0.40940 2.44670
C -4.60276 -0.60392 1.70860
C -5.15410 -0.33553 0.46931
C -5.13747 0.95109 -0.04865
C -4.52113 1.95497 0.67211
C -3.90853 1.69163 1.88958
N -3.32641 2.79118 2.58422
C -2.31899 2.86126 3.46186
C -1.31174 1.95579 3.75534
C -0.84863 1.97006 5.11538
C -0.19998 0.90759 5.64375
C 0.03382 -0.22970 4.81726
C -0.26325 -0.22927 3.49443
C -0.83811 0.91894 2.86522
O -0.91943 1.05711 1.59847
H -3.12792 -0.94131 5.26509
H -2.94727 -1.75155 3.69550
H -4.58526 -1.40670 4.34705
H -4.62656 -1.61115 2.09676
H -5.59139 -1.14291 -0.09953
H -5.57537 1.16552 -1.01242
H -4.49703 2.96610 0.28561
H -3.86344 3.64094 2.49495
H -2.37838 3.74773 4.08771
H -1.11364 2.81892 5.73509
H 0.11621 0.90390 6.67667
H 0.49693 -1.10839 5.24876
H -0.06537 -1.09446 2.88149
O 1.08513 -0.05757 -1.58469
Si 1.65967 0.20573 -3.11463
C 1.43735 2.01483 -3.55285
C 1.39841 2.45453 -4.87720
C 1.27252 3.80289 -5.18601
C 1.20491 4.74381 -4.17098
C 1.28963 4.33296 -2.84726
C 1.40508 2.98522 -2.54720
C 0.75638 -0.98121 -4.23047
C 0.93831 -2.34411 -3.97045
C 0.25882 -3.30837 -4.69476
C -0.62205 -2.92725 -5.69811
C -0.82538 -1.58353 -5.96583
C -0.14101 -0.62001 -5.23585
C 3.49629 -0.12175 -3.15900
C 4.34310 0.35548 -2.15542
C 5.71505 0.17599 -2.23114
C 6.26852 -0.48066 -3.32191
C 5.44729 -0.95545 -4.33179
C 4.07215 -0.77998 -4.24658
H 1.47754 1.74147 -5.68941
H 1.23086 4.11730 -6.22108
H 1.10083 5.79444 -4.40966
H 1.26669 5.06490 -2.04920
H 1.47148 2.68072 -1.50848
H 1.60314 -2.65988 -3.17422
H 0.40520 -4.35582 -4.46650
H -1.15915 -3.67941 -6.26150
H -1.52341 -1.28188 -6.73617
H -0.33649 0.42552 -5.44377
H 3.93189 0.88244 -1.30246
H 6.35331 0.54880 -1.44068
H 7.33978 -0.62399 -3.38149
H 5.87493 -1.46989 -5.18259
H 3.44042 -1.17064 -5.03571
I -3.04770 3.21466 -4.42050
C -2.18791 2.63362 -2.65104
C -2.15588 3.32614 -1.46133
N -1.46984 2.57580 -0.58968
N -1.03164 1.44693 -1.15788
C -1.47807 1.45528 -2.40378
H -2.55179 4.29166 -1.19704
H -1.34424 2.65292 0.41318
H -1.27084 0.63697 -3.07391
C 1.69583 0.71236 0.87808
C 2.30506 0.58632 2.23119
C 2.89087 -0.60907 2.65458
C 3.45405 -0.72143 3.91464
C 3.45954 0.36213 4.78583
C 2.91091 1.56586 4.36807
C 2.34533 1.67299 3.10737
H 2.47090 0.45483 0.15523
H 1.43697 1.76509 0.70373
H 2.89896 -1.45983 1.98357
H 3.89868 -1.66123 4.21920
H 3.90274 0.27238 5.76916
H 2.92103 2.42520 5.02684
H 1.91262 2.61666 2.79321
*
```

***

Record 2
Below is a molecular structure, C25H27CoN5O2S, with properties calculated with wB97M-V/def2-TZVPD.

Computed properties:
* orbital gap (alpha / beta): 7.50 / 7.53 eV
* largest force on an atom: 1.0 eV Å⁻¹
* molecular weight: 520.524 g/mol
* energy relative to the best compared isomer or geometry (same formula, charge and spin): 0.000 eV

Geometry as ORCA input:
```
! wB97M-V def2-TZVPD RIJCOSX def2/J DEFGRID3
* xyz 0 4
Co 0.07103 0.31441 0.00342
C 0.03223 -2.14590 2.30117
C 1.20143 -2.46773 1.36800
C 2.16242 -1.31203 1.21575
C 3.49852 -1.55637 0.92213
C 4.38658 -0.49837 0.84420
C 3.92146 0.77737 1.11785
C 2.57686 0.93881 1.38118
N 1.69644 -0.06811 1.39352
N -1.04820 -1.37191 1.68073
C -1.78773 -0.58025 2.65329
C -1.35201 0.87101 2.76960
C -1.71131 1.55791 3.92562
C -1.42522 2.90557 4.04258
C -0.77412 3.53509 2.99442
C -0.43943 2.78100 1.88492
N -0.71525 1.48088 1.76457
C -1.93461 -2.25697 0.90462
C -2.81189 -1.59724 -0.14068
C -3.53212 -2.38427 -1.03258
C -4.33794 -1.77075 -1.97233
C -4.44300 -0.38771 -1.96539
C -3.71179 0.31021 -1.02435
N -2.89364 -0.27321 -0.14974
H 0.43315 -1.56372 3.13346
H -0.37804 -3.08277 2.70942
H 0.81370 -2.73383 0.37975
H 1.75652 -3.32413 1.75417
H 3.82743 -2.57254 0.74766
H 5.42504 -0.66717 0.59080
H 4.57991 1.63389 1.09966
H 2.17004 1.92089 1.59077
H -1.74325 -1.02754 3.65469
H -2.83619 -0.56760 2.34935
H -2.22777 1.03548 4.72077
H -1.71072 3.45666 4.92886
H -0.53695 4.58850 3.03533
H 0.05500 3.23727 1.03458
H -2.60282 -2.81460 1.58394
H -1.30946 -2.98621 0.39338
H -3.42786 -3.46177 -1.00869
H -4.88506 -2.36022 -2.69683
H -5.06790 0.13803 -2.67317
H -3.77534 1.38992 -0.96929
O 1.94740 0.66790 -1.14680
N 1.90619 1.21899 -2.32526
C 2.86329 0.90743 -3.22140
C 2.90438 1.48146 -4.46591
C 1.92524 2.41389 -4.80714
C 0.94344 2.71964 -3.89288
C 0.91611 2.11359 -2.62886
S -0.27135 2.43633 -1.45086
H 3.58566 0.18629 -2.87004
H 3.68847 1.20620 -5.15545
H 1.94129 2.89162 -5.77763
H 0.16134 3.42808 -4.12124
C 0.47781 -1.74704 -2.29529
O -0.12931 -1.14673 -1.21976
H -0.13371 -2.59867 -2.64716
H 1.48284 -2.14747 -2.05631
H 0.60282 -1.07147 -3.15920
*
```

***

The highest energy relative to the best compared isomer or geometry (same formula, charge and spin) belongs to which entry? C46H45IN3O10SSiTa